Density functional theory data (ωB97M-V with the def2-TZVPD basis set) for a structure of composition C22H37GeN3O5RuSSeSi at a distorted geometry.

Each line ends with the Löwdin charge.
Cartesian coordinates (Å):
Ru  0.91780  -0.03341  0.87388  1.245
O  1.44931  -2.27261  4.75063  0.191
C  1.24766  -1.99557  3.48803  -0.493
O  0.61299  -1.03300  3.09193  -0.010
C  1.83578  -3.02602  2.53795  -0.095
O  2.43421  -2.38739  1.43329  -0.195
C  3.70646  -1.79624  1.75424  -0.077
C  3.44606  -0.41518  2.42832  -0.636
O  3.68389  -0.29906  3.61412  0.092
O  2.91362  0.44495  1.62597  -0.168
H  1.12971  -1.55606  5.32051  0.162
H  2.53769  -3.66703  3.07242  0.147
H  1.01998  -3.63230  2.13952  0.139
H  4.27527  -2.44279  2.42290  0.136
H  4.23678  -1.66156  0.81476  0.117
C  -2.97112  5.61566  0.63815  -0.171
Si  -1.36415  5.26532  1.56520  0.542
C  -0.35392  6.84437  1.73596  -0.170
C  -1.73032  4.53699  3.25466  -0.211
C  -0.39139  4.11653  0.37969  -0.227
C  -0.04119  4.66721  -0.85169  -0.069
C  0.56393  3.91474  -1.84899  -0.043
C  0.81815  2.58534  -1.58949  -0.157
N  0.54389  2.03660  -0.40773  -0.085
C  -0.03795  2.76925  0.56202  -0.727
S  -0.24574  1.85790  2.03200  0.674
H  -3.55212  6.37030  1.17363  0.035
H  -3.58769  4.71880  0.55276  0.032
H  -2.78667  5.99317  -0.36933  0.028
H  -0.91259  7.57303  2.32779  0.037
H  -0.13541  7.30550  0.77121  0.027
H  0.59458  6.65976  2.24293  0.038
H  -2.29025  5.26413  3.84827  0.038
H  -0.81402  4.29845  3.79539  0.024
H  -2.32698  3.62785  3.18753  0.012
H  -0.24772  5.71574  -1.03818  0.107
H  0.82665  4.34845  -2.80320  0.112
H  1.24240  1.93617  -2.34699  0.083
C  -1.14034  -3.58940  -2.46919  -0.211
Ge  0.70927  -3.66812  -3.12142  0.772
C  0.92300  -2.62545  -4.77161  -0.216
C  1.30457  -5.52583  -3.33837  -0.212
C  1.82406  -2.75454  -1.72021  -0.537
Se  1.36534  -0.85640  -1.60933  0.878
C  3.15180  -0.09528  -1.78110  -0.339
H  -1.84593  -3.80744  -3.27086  0.027
H  -1.34904  -2.58853  -2.09321  -0.008
H  -1.30453  -4.30666  -1.66490  0.023
H  0.16249  -2.90638  -5.49984  0.025
H  1.90034  -2.81275  -5.21725  0.024
H  0.82777  -1.56024  -4.56556  -0.004
H  0.59180  -6.06524  -3.96235  0.024
H  1.36976  -6.03608  -2.37773  0.020
H  2.27907  -5.56685  -3.82397  0.022
H  2.88226  -2.79990  -1.97367  0.030
H  1.69459  -3.19123  -0.73390  0.000
H  3.46624  -0.15563  -2.81935  0.040
H  3.83441  -0.64169  -1.13986  0.018
H  3.10678  0.94078  -1.45422  0.019
N  -5.16429  -2.27031  -0.12311  0.152
C  -3.89953  -1.87168  0.12240  -0.305
C  -3.35838  -0.72156  -0.47764  0.001
C  -2.05578  -0.37705  -0.22119  -0.176
N  -1.24785  -1.08235  0.58425  -0.068
C  -1.76604  -2.15893  1.18307  -0.135
C  -3.05512  -2.58746  0.98735  -0.001
H  -5.76715  -1.72943  -0.71496  0.113
H  -5.55416  -3.06901  0.34124  0.112
H  -3.96645  -0.11341  -1.13480  0.120
H  -1.62583  0.50758  -0.67816  0.094
H  -1.11472  -2.69402  1.86235  0.098
H  -3.42596  -3.46750  1.49700  0.119

Atoms 1-3, force components in eV/Å:
Ru 0.05 0.79 1.16
O 0.05 -0.19 0.12
C -0.16 0.00 -0.05

Computed properties:
Orbital gap (spin up / spin down) = 8.737 / 6.224 eV
<S²> = 8.762
Spin multiplicity = 6
Charge = +1
Lowest unoccupied orbital energy (spin up / spin down) = -1.91 / -4.31 eV

Density functional theory data (ωB97M-V with the def2-TZVPD basis set) for a structure of composition C22H37N4O6PPdS at a distorted geometry.

Each line ends with the Löwdin charge.
Cartesian coordinates (Å):
Pd  -0.40087  0.80084  -0.28511  0.575
C  -4.83324  -3.20601  6.02793  -0.076
C  -3.80650  -2.29355  5.41545  -0.298
C  -3.74268  -0.94644  5.75839  -0.067
C  -2.78847  -0.12026  5.19693  -0.063
C  -1.86807  -0.63086  4.28971  -0.251
C  -1.93370  -1.96974  3.92443  -0.054
C  -2.88564  -2.79145  4.48568  -0.052
S  -0.73910  0.44337  3.39684  0.565
O  -0.98435  1.79695  3.89473  -0.363
O  0.59380  -0.05198  3.72766  -0.361
N  -1.06086  0.08149  1.90358  -0.170
C  -1.95144  0.71083  1.09586  -0.544
C  -2.66776  1.87360  1.48966  -0.063
C  -3.78691  2.26206  0.79367  -0.151
C  -4.17395  1.53204  -0.33348  -0.164
C  -3.39520  0.44440  -0.69506  -0.210
N  -2.36125  -0.01837  0.00258  0.016
H  -5.63356  -2.63257  6.49408  0.063
H  -4.37818  -3.83962  6.79407  0.071
H  -5.26847  -3.85868  5.27055  0.069
H  -4.45349  -0.54764  6.47400  0.098
H  -2.72150  0.92682  5.45044  0.100
H  -1.22930  -2.32982  3.19106  0.111
H  -2.93764  -3.83584  4.20333  0.104
H  -2.33566  2.39906  2.36911  0.076
H  -4.37297  3.11654  1.12105  0.087
H  -5.05864  1.80155  -0.89946  0.071
H  -3.67280  -0.15223  -1.56502  0.092
N  1.61526  0.69163  0.97040  -0.031
C  2.43010  -0.47215  0.69005  -0.280
C  1.67260  -1.75952  1.06390  -0.306
N  0.48369  -2.01642  0.26854  -0.018
H  2.05738  1.54430  0.63697  0.057
H  1.39704  0.74172  1.96501  0.037
H  3.40110  -0.45233  1.23288  0.094
H  2.63612  -0.48359  -0.38617  0.092
H  1.39413  -1.69703  2.12030  0.079
H  2.36183  -2.61185  0.92889  0.084
H  -0.28576  -1.44356  0.64695  0.004
H  0.64290  -1.63903  -0.67330  0.024
C  -2.40210  3.28229  -3.38679  -0.028
C  -1.04236  3.23720  -2.67290  -0.645
C  -0.05437  4.18482  -3.35670  -0.046
C  -1.21303  3.60398  -1.19556  -0.042
O  -0.61054  1.89902  -2.77769  -0.198
P  0.90615  1.42213  -2.34848  0.250
O  1.61123  2.38052  -1.45961  -0.310
O  0.79704  -0.03653  -2.08163  -0.334
O  1.71506  1.63945  -3.80292  -0.181
C  1.73491  0.72331  -4.86413  -0.667
C  0.31795  0.29374  -5.24857  -0.039
C  2.56540  -0.51048  -4.48597  -0.041
C  2.40374  1.45429  -6.04364  -0.043
H  -2.82223  4.28609  -3.35232  0.076
H  -3.07855  2.58552  -2.89943  0.066
H  -2.28491  2.97661  -4.42445  0.071
H  -0.39685  5.21649  -3.27454  0.075
H  0.05334  3.91883  -4.40770  0.073
H  0.91098  4.06950  -2.87398  0.064
H  -1.46444  4.65877  -1.07089  0.082
H  -0.27743  3.38083  -0.66848  0.067
H  -2.01323  2.98892  -0.77390  0.046
H  -0.16400  -0.09311  -4.35605  0.071
H  0.34451  -0.46818  -6.02762  0.076
H  -0.24810  1.15391  -5.60240  0.077
H  2.11409  -0.94853  -3.60113  0.063
H  3.58470  -0.21171  -4.24725  0.080
H  2.58166  -1.23783  -5.29761  0.072
H  1.81886  2.33145  -6.31246  0.071
H  2.48253  0.79509  -6.90769  0.072
H  3.39731  1.78526  -5.74852  0.075

Atoms 1-3, force components in eV/Å:
Pd -0.32 0.24 0.24
C 0.10 0.02 0.00
C 0.11 0.11 -0.11

Computed properties:
Orbital gap = 4.513 eV
Charge = -2
Lowest unoccupied orbital energy = 4.40 eV